The following is a DFT calculation (ωB97M-V with the def2-TZVPD basis set) of 2 unconnected molecules or ions with the total composition C15H31BClNO6P at a distorted geometry.

```
56
C15H31BClNO6P | the Open Molecules 2025 dataset | ωB97M-V with the def2-TZVPD basis set
C 4.676 -2.876 -4.165
C 3.414 -2.451 -3.439
C 2.094 -3.418 -3.674
C 0.782 -2.989 -2.777
B -0.121 -4.301 -2.361
C -0.082 -5.785 -3.068
O -1.105 -4.116 -1.251
O 1.320 -2.338 -1.537
C 1.059 -0.869 -1.451
O 1.789 0.113 -0.916
O -0.217 -0.750 -2.174
C -0.078 -1.701 -3.326
P -1.927 -1.938 -3.810
O -2.142 -3.192 -4.999
Cl -2.439 -0.052 -4.747
H 5.530 -2.090 -4.410
H 4.834 -3.985 -4.561
H 3.432 -1.468 -2.802
H 2.442 -4.516 -3.361
H 1.879 -3.384 -4.848
H -0.877 -5.901 -3.950
H 0.956 -6.105 -3.502
H -0.346 -6.579 -2.222
H -2.000 -4.072 -1.734
H 0.615 -1.106 -4.095
H -2.887 -3.815 -4.681
C -2.247 0.964 1.915
C -0.815 1.312 2.302
N -0.342 2.697 1.798
C -0.451 2.711 0.253
C 1.169 2.875 2.083
C 1.577 2.932 3.545
C -1.211 3.888 2.306
C -1.432 4.002 3.825
O -2.131 2.875 4.341
C -1.904 2.689 5.735
H -2.357 0.828 0.835
H -2.526 0.012 2.382
H -2.974 1.710 2.242
H -0.134 0.571 1.868
H -0.683 1.276 3.383
H 0.090 1.847 -0.142
H -0.011 3.643 -0.115
H -1.505 2.669 -0.033
H 1.489 3.796 1.578
H 1.675 2.030 1.601
H 1.465 3.942 3.944
H 2.644 2.698 3.630
H 1.042 2.225 4.180
H -2.183 3.788 1.812
H -0.730 4.799 1.931
H -2.060 4.883 4.011
H -0.501 4.168 4.360
H -1.715 3.630 6.258
H -1.053 2.012 5.867
H -2.790 2.213 6.169
```

Its net charge is +1. As for the HOMO-LUMO gap: 8.75 eV. For the LUMO energy, the calculation gives -0.0789 hartree.

Atom charges from the Mulliken analysis, given in e for atoms 1 to 6: -0.714 -0.032 -0.771 0.603 0.363 -0.765

***

The following is a DFT calculation (ωB97M-V with the def2-TZVPD basis set) of a molecular structure, C26H26F6N2OPPdS2Se at a distorted geometry.

```
66
C26H26F6N2OPPdS2Se | the Open Molecules 2025 dataset | ωB97M-V with the def2-TZVPD basis set
Pd -0.656 -0.859 -0.026
C -0.352 -2.953 6.983
C 0.033 -2.367 5.655
C 0.246 -1.001 5.507
C 0.588 -0.443 4.284
C 0.802 1.041 4.167
C 0.699 -1.293 3.178
Se 1.104 -0.528 1.479
C 0.519 -2.678 3.295
C 0.715 -3.618 2.136
C 0.186 -3.186 4.543
H -0.305 -2.208 7.776
H 0.308 -3.780 7.251
H -1.369 -3.347 6.948
H 0.145 -0.351 6.369
H 0.741 1.511 5.147
H 0.051 1.504 3.524
H 1.781 1.267 3.738
H 1.424 -3.240 1.401
H -0.223 -3.790 1.605
H 1.080 -4.580 2.493
H 0.059 -4.258 4.651
O -0.098 1.170 -1.222
S 0.645 2.380 -0.742
C 0.202 3.684 -1.896
C -0.055 4.950 -1.399
C -0.405 5.965 -2.281
C -0.508 5.694 -3.636
C -0.260 4.414 -4.121
C 0.100 3.401 -3.250
C 2.362 2.206 -1.238
C 3.314 2.977 -0.587
C 4.645 2.845 -0.950
C 5.006 1.936 -1.938
C 4.042 1.166 -2.572
C 2.704 1.303 -2.228
H 0.012 5.140 -0.334
H -0.606 6.960 -1.906
H -0.786 6.483 -4.323
H -0.344 4.211 -5.180
H 0.294 2.397 -3.605
H 3.021 3.664 0.198
H 5.401 3.438 -0.453
H 6.048 1.824 -2.208
H 4.323 0.444 -3.327
H 1.945 0.692 -2.693
F -0.457 -1.996 -2.688
P 0.957 -2.778 -2.385
F 1.571 -2.163 -3.737
F 0.415 -4.070 -3.141
F 0.325 -3.300 -0.976
F 2.349 -3.480 -2.036
F 1.450 -1.417 -1.574
C -6.006 -2.504 -2.286
C -4.715 -1.882 -1.860
C -3.985 -1.082 -2.745
C -2.801 -0.536 -2.300
N -2.444 -0.718 -1.033
C -3.173 -1.550 -0.252
S -2.295 -1.772 1.262
N -4.291 -2.136 -0.620
H -6.796 -1.750 -2.285
H -6.282 -3.297 -1.596
H -5.929 -2.902 -3.297
H -4.328 -0.922 -3.757
H -2.142 0.069 -2.907
```

As for the HOMO-LUMO gap (alpha / beta): 7.53 / 5.98 eV. For the LUMO energy (alpha / beta), the calculation gives -0.0392 / -0.0954 hartree. Its expectation value of S² is 0.759. As for the multiplicity: 2.

Atom charges from the Mulliken analysis, given in e for atoms 1 to 6: 0.595 -1.464 0.615 -1.020 0.801 -1.729

***

The following is a DFT calculation (ωB97M-V with the def2-TZVPD basis set) of a single C13H13NOS molecule at a distorted geometry.

```
29
C13H13NOS | the Open Molecules 2025 dataset | ωB97M-V with the def2-TZVPD basis set
C -0.281 -3.742 -3.046
C -0.313 -3.383 -1.599
C -0.422 -4.348 -0.599
C -0.370 -3.967 0.761
C -0.342 -2.622 1.121
O -0.530 -2.266 2.424
C -0.211 -1.671 0.162
N -0.206 -0.344 0.637
C 0.381 0.590 -0.082
C 0.408 1.998 0.366
C 1.146 2.997 -0.258
C 1.006 4.334 0.310
C 0.071 4.349 1.339
C -0.263 5.555 2.140
S -0.527 2.713 1.710
C -0.191 -2.036 -1.199
H 0.472 -4.544 -3.203
H 0.072 -2.892 -3.659
H -1.267 -4.057 -3.441
H -0.557 -5.387 -0.833
H -0.472 -4.716 1.501
H -0.535 -1.283 2.436
H 0.960 0.332 -0.948
H 1.770 2.794 -1.119
H 1.480 5.238 -0.057
H -1.350 5.692 2.099
H -0.002 5.441 3.188
H 0.234 6.465 1.778
H -0.162 -1.238 -1.927
```

The SMILES is Cc1ccc(O)c(/N=C/c2ccc(C)s2)c1. As for the HOMO-LUMO gap: 7.63 eV. For the LUMO energy, the calculation gives -0.0098 hartree.

Atom charges from the Mulliken analysis, given in e for atoms 1 to 6: -1.306 0.184 -0.648 -0.782 0.195 -0.650

***

The following is a DFT calculation (ωB97M-V with the def2-TZVPD basis set) of a molecular structure, C2H2I4 at a distorted geometry.

```
8
C2H2I4 | the Open Molecules 2025 dataset | ωB97M-V with the def2-TZVPD basis set
C -0.218 0.336 -0.138
C 0.188 -0.900 0.064
I 0.501 1.843 1.067
I -2.653 -0.259 2.305
I 2.470 1.644 -2.109
I -0.142 -2.447 -1.279
H -0.890 0.861 -0.913
H 0.744 -1.077 1.003
```

As for the HOMO-LUMO gap (alpha / beta): 6.09 / 5.81 eV. For the LUMO energy (alpha / beta), the calculation gives -0.1114 / -0.1231 hartree.

Atom charges from the Mulliken analysis, given in e for atoms 1 to 6: -0.595 -0.370 0.141 0.002 -0.009 0.085

***

The following is a DFT calculation (ωB97M-V with the def2-TZVPD basis set) of a molecular structure, C3H7ClOS at a distorted geometry.

```
13
C3H7ClOS | the Open Molecules 2025 dataset | ωB97M-V with the def2-TZVPD basis set
C 0.080 -1.294 0.033
C 0.079 1.281 0.286
C -0.641 0.035 -0.194
O -2.813 -2.186 -0.267
S -2.328 -0.250 0.662
Cl -3.500 0.990 -0.277
H -0.509 -2.203 -0.077
H 0.970 -1.356 -0.674
H 0.458 -1.255 1.085
H 0.202 1.566 1.369
H 0.105 2.183 -0.448
H 1.111 0.932 0.147
H -1.173 0.108 -1.173
```

As for the HOMO-LUMO gap (alpha / beta): 8.84 / 8.78 eV. For the LUMO energy (alpha / beta), the calculation gives -0.0263 / -0.0197 hartree.

Atom charges from the Mulliken analysis, given in e for atoms 1 to 6: -1.303 -0.965 0.093 -0.500 0.250 -0.078

***

The following is a DFT calculation (ωB97M-V with the def2-TZVPD basis set) of a molecular structure, C9H10S at a distorted geometry.

```
20
C9H10S | the Open Molecules 2025 dataset | ωB97M-V with the def2-TZVPD basis set
C 2.338 -0.805 0.228
C 1.943 -1.808 1.171
C 1.436 0.157 -0.301
C 0.550 -2.013 1.516
C 0.149 -0.038 -0.018
C -0.327 -1.121 0.970
C -1.144 0.598 -0.335
C -1.175 2.092 0.099
C -1.604 0.318 -1.741
S -1.986 -0.542 0.942
H 3.313 -0.580 0.116
H 2.710 -2.580 1.462
H 1.788 1.020 -0.819
H 0.299 -2.719 2.398
H -1.890 2.307 0.808
H -1.279 2.609 -0.888
H -0.262 2.291 0.534
H -2.412 1.077 -2.015
H -1.745 -0.775 -1.751
H -0.701 0.513 -2.376
```

As for the HOMO-LUMO gap: 8.74 eV. For the LUMO energy, the calculation gives 0.0305 hartree.

Atom charges from the Mulliken analysis, given in e for atoms 1 to 6: -0.738 -0.303 -0.214 -0.303 -0.884 0.244

***

The following is a DFT calculation (ωB97M-V with the def2-TZVPD basis set) of a molecular structure, C29H44AlBr4CsF2LiN9O21PS3 at a distorted geometry.

```
116
C29H44AlBr4CsF2LiN9O21PS3 | the Open Molecules 2025 dataset | ωB97M-V with the def2-TZVPD basis set
C 1.555 -4.852 0.473
C 2.755 -4.025 -0.295
Br 3.133 -5.041 -1.980
C 4.099 -4.375 0.656
C 3.798 -3.609 2.238
C 5.215 -3.473 3.234
O 4.483 -2.221 2.459
O 2.708 -2.615 -0.330
C 1.771 -1.866 -1.080
C 0.175 -2.150 -0.919
C -0.420 -2.122 0.607
S -1.670 -3.527 0.850
C -3.396 -3.003 0.350
N -4.536 -3.233 1.324
N -5.796 -2.845 0.826
C -5.387 -2.315 -0.561
O -3.947 -2.390 -0.867
C 2.020 -0.262 -0.633
O 2.782 -0.316 0.658
C 4.168 0.153 0.320
N 5.363 0.260 -0.225
O 0.826 0.534 -0.629
C 0.979 1.982 -0.578
S 1.477 2.661 1.133
C -0.642 2.465 -0.608
C -1.442 2.002 0.762
C -3.087 1.885 0.480
S -4.008 3.491 0.755
O -4.046 4.287 -0.587
O -3.377 4.438 1.811
O -5.590 3.109 1.354
C 1.598 2.737 -1.855
C 3.142 3.115 -1.991
N 3.190 4.290 -3.001
N 3.905 3.629 -0.808
N 4.049 2.068 -2.672
P 2.063 -1.792 -3.010
N 1.543 -0.397 -3.668
O 1.110 -3.061 -3.802
O 3.787 -1.964 -3.268
H 2.035 -5.875 0.836
H 0.678 -5.132 -0.251
H 1.106 -4.312 1.408
H 4.193 -5.516 0.891
H 5.072 -3.864 0.256
H 2.711 -3.864 2.809
H 6.218 -3.110 2.750
H 5.077 -2.843 4.237
H -0.516 -1.471 -1.616
H -0.011 -3.259 -1.321
H 0.397 -2.180 1.450
H -1.058 -1.121 0.709
H -6.289 -1.898 -1.213
H 2.780 0.169 -1.408
H 2.787 2.284 1.458
H -1.138 2.006 -1.565
H -0.709 3.657 -0.626
H -0.994 1.000 1.207
H -1.357 2.798 1.646
H -3.270 1.451 -0.591
H -3.511 1.090 1.254
H -5.445 3.106 2.365
H 0.977 3.748 -2.010
H 1.304 2.086 -2.814
H 3.076 5.164 -2.413
H 2.350 4.270 -3.621
H 4.167 2.899 -0.113
H 4.705 4.252 -1.060
H 3.643 1.947 -3.626
H 4.944 2.618 -2.841
H 0.821 -0.576 -4.402
H 0.253 -2.667 -4.172
H 4.087 -1.322 -4.004
N -4.689 -5.871 3.638
O -4.989 -5.635 4.820
O -5.536 -6.352 2.867
O -3.543 -5.626 3.227
Li -0.789 1.029 2.937
Al 1.311 -1.032 3.894
C -8.717 -3.057 1.577
C -9.444 -2.906 2.689
C -10.870 -3.284 2.729
O -11.537 -3.144 3.745
C -11.462 -3.838 1.495
C -10.735 -3.990 0.383
C -9.309 -3.611 0.343
O -8.642 -3.751 -0.673
H -7.670 -2.784 1.531
H -9.025 -2.502 3.603
H -12.509 -4.111 1.541
H -11.154 -4.394 -0.530
Br 6.191 1.862 -3.961
N 1.391 0.316 -7.082
O 2.240 1.028 -6.520
O 0.731 0.769 -8.031
O 1.203 -0.849 -6.694
F 3.491 5.679 -4.769
Cs -4.609 -8.397 4.141
C 9.841 3.876 -2.576
C 10.275 5.239 -2.156
O 9.160 6.048 -2.457
C 8.082 5.223 -2.340
O 6.929 5.612 -2.255
O 8.450 3.906 -2.322
F 11.322 5.662 -2.899
H 10.011 3.687 -3.641
H 10.328 3.087 -1.997
H 10.515 5.325 -1.090
Br -5.003 6.776 5.845
C -3.727 5.412 6.406
C -3.388 4.479 5.267
Br -4.824 3.196 4.956
H -4.163 4.903 7.270
H -2.840 5.967 6.726
H -2.513 3.871 5.513
H -3.211 4.996 4.320
```

Its net charge is +1. As for the HOMO-LUMO gap: 1.33 eV. For the LUMO energy, the calculation gives -0.2704 hartree.

Atom charges from the Mulliken analysis, given in e for atoms 1 to 6: -0.831 0.077 -0.015 -0.615 0.150 -0.725

***

The following is a DFT calculation (ωB97M-V with the def2-TZVPD basis set) of a molecular structure, C48H37BrClN9OSn at a distorted geometry.

```
98
C48H37BrClN9OSn | the Open Molecules 2025 dataset | ωB97M-V with the def2-TZVPD basis set
Sn -0.359 0.584 -0.430
Cl 3.392 -3.181 -3.880
C 1.992 -2.190 -3.536
C 1.991 -0.899 -3.963
C 1.030 0.108 -3.689
C -0.273 -0.031 -3.254
O -1.009 0.917 -2.828
C -0.212 -2.314 -2.514
C -2.469 -1.719 -1.523
N -2.197 -0.826 -0.579
C -2.995 -0.802 0.564
C -3.435 -1.921 1.238
C -4.316 -1.816 2.330
C -4.805 -0.607 2.734
C -4.383 0.571 2.081
C -4.873 1.854 2.405
C -4.439 2.939 1.699
C -3.465 2.755 0.704
N -2.952 1.586 0.402
C -3.428 0.485 1.033
C 1.018 -2.806 -2.693
H 2.884 -0.572 -4.484
H 1.356 1.133 -3.814
H -3.369 -2.311 -1.329
H -3.087 -2.900 0.935
H -4.614 -2.719 2.847
H -5.512 -0.538 3.552
H -5.594 1.962 3.207
H -4.820 3.933 1.894
H -3.096 3.602 0.142
H 1.324 -3.675 -2.124
C -2.699 -6.402 1.420
C -1.745 -5.272 1.136
C -0.742 -4.892 2.016
C 0.104 -3.850 1.711
C 0.072 -3.111 0.501
N 1.034 -2.114 0.333
C 2.287 -2.638 0.601
C 2.501 -4.033 0.411
C 3.672 -4.691 0.704
C 4.769 -4.011 1.217
C 6.059 -4.715 1.546
C 4.630 -2.646 1.352
C 3.454 -1.955 1.049
N 3.600 -0.542 1.189
C 4.248 0.059 2.215
C 4.571 1.333 1.810
C 4.076 1.415 0.501
N 3.493 0.280 0.136
C -0.943 -3.553 -0.407
C -1.838 -4.562 -0.045
N -1.241 -2.977 -1.696
C -1.957 -3.736 -2.719
C -2.592 -2.898 -3.538
C -2.295 -1.498 -3.046
N -0.862 -1.351 -3.313
H -2.348 -7.019 2.247
H -3.693 -6.028 1.677
H -2.807 -7.034 0.538
H -0.618 -5.426 2.951
H 0.872 -3.583 2.427
H 1.682 -4.621 0.023
H 3.737 -5.759 0.525
H 5.871 -5.741 1.865
H 6.713 -4.754 0.671
H 6.598 -4.200 2.340
H 5.482 -2.067 1.692
H 4.419 -0.447 3.150
H 5.085 2.097 2.369
H 4.139 2.236 -0.196
H -2.642 -4.806 -0.732
H -1.857 -4.809 -2.763
H -3.157 -3.166 -4.414
H -2.857 -0.664 -3.447
Br -0.427 8.387 -2.352
C -0.190 6.802 -1.332
C -0.033 5.587 -1.979
C 0.103 4.436 -1.228
C 0.098 4.485 0.171
C -0.068 5.725 0.800
C -0.213 6.879 0.052
N 0.159 3.260 0.840
C 0.448 3.170 2.072
C 0.475 1.898 2.783
C 0.925 1.889 4.104
C 0.993 0.696 4.798
C 0.592 -0.466 4.160
C 0.144 -0.378 2.852
N 0.079 0.761 2.173
H -0.046 5.541 -3.059
H 0.176 3.467 -1.711
H -0.137 5.790 1.878
H -0.361 7.833 0.538
H 0.755 4.041 2.657
H 1.232 2.820 4.564
H 1.357 0.670 5.816
H 0.630 -1.422 4.662
H -0.185 -1.260 2.313
```

As for the HOMO-LUMO gap: 5.05 eV. For the LUMO energy, the calculation gives -0.0370 hartree.

Atom charges from the Mulliken analysis, given in e for atoms 1 to 6: 1.601 -0.278 -0.164 -0.468 -0.312 -0.228

***

Number 1: M 398.65 g mol⁻¹. Number 2: M 776.98 g mol⁻¹. Number 3: M 231.32 g mol⁻¹. Number 4: M 533.65 g mol⁻¹. Number 5: M 126.61 g mol⁻¹. Number 6: M 150.25 g mol⁻¹. Number 7: M 1506.33 g mol⁻¹. Number 8: M 989.95 g mol⁻¹.